(a)
8
Properties=species:S:1:pos:R:3 method="wB97M-V/def2-TZVPD" gap_ev=10.92 e_homo_ha=-0.37248
O 0.8805 0.9029 -0.8658
O 0.8605 1.9847 -0.0575
C -1.4362 -1.7785 0.5410
C -0.5935 -0.9641 0.2577
H 1.6908 0.8537 -1.3587
H 0.4907 1.8913 0.8493
H 0.0837 -0.2652 -0.2639
H -1.9766 -2.6249 0.8980


(b)
8
Properties=species:S:1:pos:R:3 method="wB97M-V/def2-TZVPD" gap_ev=10.78 e_homo_ha=-0.37588
O 1.3179 -11.1279 1.2427
O 3.0389 -11.3839 -4.1017
C 1.8143 -10.0789 1.5568
C 3.5152 -12.4914 -3.7314
H 1.6868 -9.0753 1.0856
H 4.6254 -12.5958 -3.6866
H 2.4983 -10.1384 2.4366
H 2.9134 -13.3796 -3.4243


Least stable of them? (a).


(a)
12
Properties=species:S:1:pos:R:3 method="wB97M-V/def2-TZVPD" gap_ev=9.45 total_charge=+1 e_homo_ha=-0.58612
O -1.5886 -0.0645 -0.3762
O 2.6235 0.0567 -0.5921
N 0.2769 0.7199 0.7604
C -1.2277 0.4376 0.8178
C -0.3724 -0.6470 -0.8744
C 0.6915 0.1729 -0.3387
H 0.0262 -1.6250 -0.3823
H -1.3483 -0.3952 1.6438
H 2.4847 -0.5230 -1.3099
H -1.7857 1.3453 1.1854
H 0.7600 1.2749 1.4683
H -0.5401 -0.7526 -2.0021


(b)
12
Properties=species:S:1:pos:R:3 method="wB97M-V/def2-TZVPD" gap_ev=9.17 total_charge=+1 e_homo_ha=-0.52569
O 2.2234 -0.6513 -0.8940
O -1.5950 -0.9440 -0.9484
N -0.1916 1.5086 0.6028
C 0.2630 0.4325 0.1189
C -0.8198 -0.7287 0.1259
C 1.4104 -0.0702 -0.2109
H -1.3362 -0.2358 0.9525
H 2.9183 -1.1466 -0.3769
H -0.9401 1.3570 1.2619
H -0.4994 -1.8304 0.0543
H -1.8041 -0.0081 -1.2819
H 0.3711 2.3170 0.5957


(c)
12
Properties=species:S:1:pos:R:3 method="wB97M-V/def2-TZVPD" gap_ev="8.21 / 8.22" total_charge=+1 e_homo_ha="-0.48790 / -0.48792"
O 1.1664 0.8751 -0.0178
O 2.8250 -0.5051 0.2761
N -0.9761 -0.7920 -0.0686
C 1.7065 -0.2079 -0.3408
C -1.0733 0.5001 0.1142
C -0.0615 1.3774 -0.0450
H -0.1682 -1.2821 -0.4270
H 3.2546 0.2143 0.8018
H -1.6685 -1.3362 0.2213
H -2.0605 0.6422 0.3956
H 1.5401 -1.0045 -1.1156
H -0.2386 2.4724 0.1888


Least stable of them? (a).


(a)
19
Properties=species:S:1:pos:R:3 method="wB97M-V/def2-TZVPD" gap_ev="8.98 / 4.99" spin_multiplicity=2 total_charge=+1 e_homo_ha="-0.48896 / -0.48807"
N 2.0243 0.4471 -0.6810
N -2.3455 0.5974 -0.6733
C 1.3773 0.2541 0.5948
C 2.0881 -0.0993 1.7078
C -0.1605 0.3851 0.6735
C -1.1128 -1.4268 -0.8725
C -0.9657 0.0683 -0.7131
H 2.9014 0.9416 -0.5336
H -0.2536 1.5442 0.9365
H 3.0808 -0.2316 1.8028
H -0.1821 -2.0165 -0.7149
H 1.4842 1.2761 -1.0531
H -1.5998 -1.8565 -1.7346
H -2.5005 0.9413 0.2759
H -0.7325 -0.1005 1.5090
H -2.4130 1.4369 -1.2779
H -0.4182 0.3263 -1.5733
H 1.5510 -0.5215 2.5812
H -1.8230 -1.9657 -0.2543


(b)
19
Properties=species:S:1:pos:R:3 method="wB97M-V/def2-TZVPD" gap_ev="9.00 / 5.04" spin_multiplicity=2 total_charge=+1 e_homo_ha="-0.48121 / -0.48116"
N 3.0014 0.1055 0.8206
N 0.9653 1.0652 1.4262
C 2.2232 1.0951 1.4738
C -1.0192 -0.3030 -1.1694
C -2.7450 -0.7673 0.6266
C -2.2077 -0.8780 -0.7342
C -0.5277 -0.3849 -2.5505
H -1.1679 -1.0022 -3.1761
H -0.4378 0.6219 -2.9742
H -2.7984 -1.4389 -1.4567
H 3.4818 -0.4621 1.5123
H -2.9788 -1.7518 1.0429
H -3.6821 -0.1979 0.6108
H 2.8055 1.8532 2.0098
H -2.0405 -0.2681 1.2908
H 3.7504 0.5586 0.3115
H 0.6025 1.8538 1.9566
H -0.4062 0.2337 -0.4434
H 0.4920 -0.7887 -2.5461


Least stable of them? (a).


(a)
32
Properties=species:S:1:pos:R:3 method="wB97M-V/def2-TZVPD" gap_ev=6.29 total_charge=-1 e_homo_ha=-0.13399
O 4.3347 0.3321 -0.2400
O 2.1446 4.9186 -2.2617
O -0.3744 -0.7910 0.1845
O -2.0325 3.5982 3.5357
O -4.4151 1.0557 -0.7923
O 1.4901 -2.0960 -3.8939
O -2.9901 -2.2152 3.7071
O 4.3915 2.4269 3.9296
O -3.2174 -4.1844 -1.4874
O 2.1896 -3.9046 1.7832
O -1.6883 1.9228 -4.4681
H 1.6047 -3.2633 1.3797
H 4.0808 0.2611 -1.1602
H 1.5188 -3.0524 -3.9190
H -2.2919 1.6541 -3.7756
H 5.0746 1.9734 4.4235
H -2.4656 2.8927 3.0552
H -3.3036 -4.8076 -0.7661
H -5.0556 0.4771 -0.3785
H 3.0210 -3.7947 1.3218
H -3.5737 -2.8903 3.3611
H 3.6032 -0.0544 0.2413
H 0.0453 -0.1965 0.8364
H -2.5919 -3.5336 -1.1688
H -1.0670 1.1982 -4.5395
H 2.7453 4.9395 -3.0067
H 1.0004 -1.8915 -3.0973
H -3.5737 0.6210 -0.6526
H -2.7473 4.0769 3.9552
H -2.4969 -1.9107 2.9453
H 2.0394 3.9879 -2.0643
H 4.6009 2.2501 3.0125


(b)
32
Properties=species:S:1:pos:R:3 method="wB97M-V/def2-TZVPD" gap_ev=9.90 total_charge=-1 e_homo_ha=-0.26179
O -0.7254 -1.8132 3.9780
O -2.4598 -0.5054 -1.3793
O 2.2066 -0.7421 -0.4689
O 1.9190 4.1235 0.3113
O 2.3470 -3.0282 -1.7354
O 0.0388 0.0654 -1.9820
O 0.8992 2.8189 -1.7716
O -0.9648 -3.4813 -1.9639
O -1.0587 1.6149 -0.4243
O -0.0339 1.2822 4.3142
O -1.7689 -0.2711 1.3385
H 1.4284 -0.6836 -1.0518
H -1.7157 2.1223 -0.9134
H -2.4629 -0.0522 -2.2298
H -0.9095 -1.3158 3.1793
H -1.6596 -0.0202 -0.9201
H -0.4188 -0.7483 -2.2108
H -0.8772 1.7188 4.4635
H -0.3071 -2.6328 3.7081
H 2.1497 -0.4471 0.4405
H -1.6817 -3.3234 -2.5794
H -2.3818 -0.7057 0.7343
H 1.0108 3.8289 0.1657
H -0.0594 0.4657 3.8194
H 1.4769 -2.6416 -1.5986
H 0.8924 2.0090 -2.2990
H 2.8922 -2.6460 -1.0242
H -0.9697 -2.9734 -1.1490
H 0.1634 2.6134 -1.0810
H 2.4093 3.3309 0.0564
H -1.2217 0.3697 0.8135
H -0.5415 0.8747 -1.3778


Least stable of them? (a).


(a)
31
Properties=species:S:1:pos:R:3 method="wB97M-V/def2-TZVPD" gap_ev=8.18 e_homo_ha=-0.27650
Si -1.3628 -0.4904 -0.0509
C -0.9075 1.3618 -0.4475
C 4.0158 0.8266 1.1259
C -4.1403 -0.2379 -0.5659
C 3.3721 1.0600 -0.1435
C -2.9968 -1.1328 -0.9148
C 2.9439 0.3954 -1.5091
C -0.1914 1.9836 0.8173
C -0.7376 -3.0783 1.0381
C 2.8852 1.7959 -1.0668
C -0.3358 -1.6645 0.7444
H 5.0708 0.5332 0.9350
H -4.7402 -0.5303 0.3191
H -2.9283 -1.1262 -2.0214
H 3.8396 1.5959 1.7891
H 0.0130 -3.9548 0.8995
H -0.9083 -3.2370 2.0964
H 0.5325 -1.3306 1.3922
H -0.3410 3.0478 0.8956
H -0.6773 1.6491 1.6502
H 2.3161 2.7569 -1.3648
H -1.8322 1.8460 -0.7890
H -3.0054 -2.1813 -0.5727
H 0.8995 1.8307 0.6132
H 3.6299 0.1636 -2.2896
H 0.0096 1.3842 -1.1921
H -3.7664 0.7385 -0.4039
H 2.0614 -0.1605 -1.6197
H -1.5179 -3.4767 0.4340
H -4.7776 -0.3061 -1.4680
H 3.5775 -0.0618 1.6698


(b)
31
Properties=species:S:1:pos:R:3 method="wB97M-V/def2-TZVPD" gap_ev="7.97 / 5.87" e_homo_ha="-0.27936 / -0.22639"
Si 0.3153 -0.0981 0.1938
C -3.1949 -1.0100 -0.4341
C 2.5103 -1.7145 -0.8813
C -2.4608 -1.0207 -2.9099
C -0.5796 2.6444 0.4695
C 1.1414 -1.1107 -1.1793
C 1.9591 0.5463 2.4330
C 0.7701 -0.2939 1.9834
C -4.1174 -0.2093 0.0948
C 0.0939 1.6800 -0.4931
C -2.4891 -0.8092 -1.5929
H -1.6706 -0.6886 -3.5146
H 1.1715 -0.4243 -2.0262
H -0.4548 1.5911 -1.5111
H 2.0732 0.3324 3.4350
H -4.7484 -0.5211 0.9453
H 3.2455 -1.1478 -0.3511
H 2.2719 -2.6798 -0.3248
H 1.0817 2.2597 -0.7668
H -3.1616 -1.6943 -3.4311
H 0.8796 -1.3660 2.1971
H 0.6704 -2.0373 -1.4106
H -2.6169 -1.7649 0.2403
H -0.8765 3.5642 0.0361
H -4.3844 0.6384 -0.5603
H -1.5556 2.2847 0.9681
H 1.6962 1.5176 2.2253
H -0.0227 0.1015 2.6640
H 3.0055 -2.1576 -1.8601
H 2.9445 0.5037 1.8915
H 0.1842 2.8170 1.1697


Least stable of them? (b).


(a)
44
Properties=species:S:1:pos:R:3 method="wB97M-V/def2-TZVPD" gap_ev=8.94 e_homo_ha=-0.32072
O 5.0936 -2.0952 -1.5827
O -1.1119 1.1871 -1.1909
O 6.0363 -1.0530 0.1629
O -2.9996 2.8880 -0.2062
N 0.4276 1.8393 0.3718
N -6.2839 -2.4515 0.8935
N -6.3963 -1.4774 -0.0224
N -7.2037 -3.2913 0.6809
N -7.9539 -2.9385 -0.3564
C 2.6848 1.2280 0.8627
C -1.7344 2.8921 0.3950
C 3.8348 -0.4591 -0.3971
C -3.4953 0.6589 0.6695
C 3.8193 0.4805 0.6311
C -5.8155 0.7292 -0.8638
C -7.4594 -1.8129 -0.7979
C -5.5307 -0.3799 -0.0728
C -0.7850 1.8654 -0.2507
C 2.6976 -0.6309 -1.1827
C 1.5460 1.0516 0.0752
C -3.7680 1.7686 -0.1254
C -4.3719 -0.4078 0.6920
C 7.2229 -1.8199 -0.0431
C 8.2062 -1.4878 1.0630
C 5.0278 -1.2896 -0.6857
C -4.9389 1.7906 -0.8861
C 1.5584 0.1132 -0.9541
H 9.1183 -2.0606 0.9237
H -2.5984 0.6005 1.2651
H 7.7777 -1.7320 2.0313
H -6.7165 0.7696 -1.4554
H 2.6742 1.9577 1.6609
H -4.1692 -1.2743 1.3013
H 4.6972 0.6181 1.2418
H -1.8013 2.7181 1.4791
H -1.3419 3.8993 0.2221
H 2.7251 -1.3622 -1.9758
H -7.8206 -1.2573 -1.6348
H 6.9605 -2.8838 -0.0403
H 0.6820 -0.0257 -1.5639
H 0.5643 2.4802 1.1424
H -5.1378 2.6587 -1.4931
H 8.4461 -0.4280 1.0457
H 7.6336 -1.5762 -1.0296


(b)
44
Properties=species:S:1:pos:R:3 method="wB97M-V/def2-TZVPD" gap_ev=5.62 e_homo_ha=-0.27339
O -3.8181 -0.5156 0.4498
O 1.0068 3.3292 1.6538
O -2.2247 -0.0691 -1.1664
O 0.1174 3.8946 3.5862
N -2.6622 0.1539 -0.0595
N 0.1047 3.2140 2.5302
N 1.0847 0.1590 -1.6754
N -2.9855 1.3642 3.2332
N -4.1175 -0.1011 1.7549
C 0.4176 -3.1176 1.9024
C 0.6478 -0.5022 1.9509
C 0.4894 0.5023 0.7603
C 0.6580 -0.4967 -2.9124
C -1.9224 2.1667 3.3225
C -0.9398 2.2683 2.3242
C -3.1369 0.8118 2.0437
C 0.9013 0.5119 -4.0413
C 1.5984 1.5162 -1.8969
C 0.6230 -1.8611 1.3087
C 0.7813 -1.7323 -0.0829
C 0.8613 -2.8998 -0.8615
C 0.4175 -4.2606 1.1042
C -0.8122 1.3717 1.1192
C 0.6434 -4.1378 -0.2577
C 0.7627 -0.3065 -0.4565
C -2.1850 0.9272 0.9827
C 1.6125 1.7102 -3.4182
H 1.0452 -2.8394 -1.9141
H -1.8274 2.7017 4.2787
H 2.6596 1.7283 -3.7390
H -0.1292 -0.3225 2.7085
H 0.9732 2.2410 -1.3682
H -0.5983 2.0461 0.1889
H 1.6017 -0.3396 2.5080
H 0.2333 -5.2410 1.5428
H 0.6258 -5.0223 -0.8743
H 2.6061 1.6097 -1.4601
H 1.1570 1.4395 0.8600
H -0.0419 0.7964 -4.5018
H 1.2439 -1.4062 -3.1022
H -0.3937 -0.8098 -2.8305
H 1.1442 2.6632 -3.6629
H 1.5417 0.0516 -4.7914
H 0.2349 -3.1975 2.9595


Least stable of them? (b).